Here is C2H3N3S2 in the gas phase at a distorted geometry from the Open Molecules 2025 dataset. Energies are from ωB97M-V with the def2-TZVPD basis set.

Atoms and positions in Å:
C  0.59  -0.07  1.06
C  -0.20  -0.04  -0.27
N  1.81  -0.01  0.78
N  0.94  0.03  -1.23
N  1.96  -0.04  -0.51
S  -1.19  1.58  -0.04
S  -1.21  -1.45  -0.81
H  0.15  0.18  2.01
H  -1.09  1.78  -1.28
H  -1.76  -1.96  0.28

SMILES = SC1(S)C=NN=N1
energy relative to the best compared isomer or geometry (same formula, charge and spin) = 2.843 eV
E_tot = -1038.53313 a.u.

Results of the Mulliken charge analysis, in e, for atoms 1 through 8:
1. C -0.18
2. C 0.43
3. N -0.17
4. N -0.16
5. N -0.27
6. S -0.16
7. S -0.23
8. H 0.44



Here is C4H6N2 in the gas phase at a distorted geometry from the Open Molecules 2025 dataset. Energies are from ωB97M-V with the def2-TZVPD basis set.

Atoms and positions in Å:
C  -0.10  -0.55  1.85
C  -0.17  -0.12  0.42
C  0.64  -0.60  -0.61
N  0.55  0.39  -1.58
C  -0.45  1.20  -1.24
N  -0.88  0.97  -0.01
H  -0.34  -1.61  2.00
H  -0.75  0.07  2.48
H  0.94  -0.42  2.19
H  0.38  -1.52  -1.10
H  1.15  0.45  -2.38
H  -0.95  1.74  -2.03

SMILES = Cc1c[nH]cn1
energy relative to the best compared isomer or geometry (same formula, charge and spin) = 1.655 eV
E_tot = -265.47476 a.u.

Results of the Mulliken charge analysis, in e, for atoms 1 through 8:
1. C -1.02
2. C 0.58
3. C -0.26
4. N -0.09
5. C -0.16
6. N -0.64
7. H 0.29
8. H 0.30



Here is 2 unconnected molecules or ions with the total composition C3H11NO3 from the Open Molecules 2025 dataset. Energies are from ωB97M-V with the def2-TZVPD basis set.

Atoms and positions in Å:
C  -0.90  -1.15  0.87
C  -1.12  -0.69  -0.55
O  0.03  -0.01  -1.07
N  -0.59  -0.05  1.80
C  0.66  -0.17  2.49
O  1.79  0.35  1.77
H  -0.10  -1.91  0.89
H  -1.79  -1.66  1.24
H  -1.36  -1.53  -1.20
H  -1.96  -0.01  -0.61
H  0.59  -0.68  -1.47
H  -0.55  0.81  1.26
H  0.84  -1.23  2.71
H  0.65  0.43  3.39
H  1.79  -0.09  0.90
H  0.26  3.15  -3.87
H  0.71  1.85  -4.51
O  1.04  2.61  -4.03

SMILES = OCCNCO.O
energy relative to the best compared isomer or geometry (same formula, charge and spin) = 1.872 eV
E_tot = -401.34425 a.u.

Results of the Mulliken charge analysis, in e, for atoms 1 through 8:
1. C -0.36
2. C -0.65
3. O -0.48
4. N -0.35
5. C -0.38
6. O -0.52
7. H 0.30
8. H 0.27



Here is C5H14N2O in the gas phase at a distorted geometry from the Open Molecules 2025 dataset. Energies are from ωB97M-V with the def2-TZVPD basis set.

Atoms and positions in Å:
C  -0.24  -0.89  0.56
C  -0.13  1.05  -1.13
C  -0.98  0.64  -0.02
C  1.26  -1.04  0.81
C  1.20  1.71  -0.92
N  -0.89  -1.09  1.83
N  -0.70  -1.90  -0.35
O  -1.23  2.27  -1.55
H  -1.13  3.00  -0.92
H  -0.18  0.40  -2.00
H  -1.89  -1.21  1.68
H  -0.58  -1.95  2.28
H  -1.20  -2.66  0.09
H  0.05  -2.38  -0.85
H  -0.98  1.34  0.82
H  -1.99  0.38  -0.31
H  1.49  -2.02  1.23
H  1.63  -0.31  1.53
H  1.86  -1.04  -0.10
H  1.44  2.33  -1.78
H  2.02  0.99  -0.85
H  1.19  2.36  -0.04

SMILES = C[C@H](O)CC(C)(N)N
energy relative to the best compared isomer or geometry (same formula, charge and spin) = 3.030 eV
E_tot = -383.58934 a.u.

Results of the Mulliken charge analysis, in e, for atoms 1 through 8:
1. C 1.04
2. C 0.25
3. C -0.69
4. C -1.94
5. C -1.24
6. N -0.69
7. N -0.61
8. O -0.62



> Number 2 is which compound?

C4H6N2